Entry 1:
Formula: C36H54O18
Source: OMol25
Level of theory: wB97M-V/def2-TZVPD

Geometry (Å):
O  -1.1814  -1.8635  -5.9021
C  -1.1609  -0.7333  -5.3926
C  -1.6195  0.5755  -5.9193
C  -1.0044  1.5706  -4.9541
C  -0.6038  0.7081  -3.7139
O  -0.5347  -0.6058  -4.2179
H  -1.4905  0.7992  -6.9783
H  -2.6884  0.7807  -5.8611
H  -0.1416  2.0950  -5.3648
H  -1.6817  2.3958  -4.7342
H  0.3673  1.0002  -3.3144
H  -1.3556  0.9463  -2.9615
O  2.1505  -1.2329  3.6028
C  1.9376  -1.0834  4.7949
C  0.6813  -1.3832  5.5842
C  0.7798  -0.5271  6.8528
C  2.0518  0.2825  6.6542
O  2.7250  -0.3983  5.5775
H  -0.1063  -1.0754  4.8964
H  0.6263  -2.4466  5.8169
H  -0.0416  0.1482  7.0928
H  0.9587  -1.1329  7.7411
H  1.8335  1.3146  6.3798
H  2.8484  0.2293  7.3963
O  -6.9550  -3.5618  -2.1710
C  -6.1472  -2.8937  -1.5048
C  -4.6651  -3.2243  -1.3010
C  -4.1670  -1.9086  -0.6495
C  -5.4448  -1.2037  -0.1105
O  -6.5823  -1.7802  -0.8053
H  -4.6322  -4.0886  -0.6377
H  -4.3521  -3.4066  -2.3291
H  -3.5281  -2.0841  0.2160
H  -3.5314  -1.2621  -1.2545
H  -5.5291  -1.5076  0.9329
H  -5.4938  -0.1150  -0.1341
O  1.5239  -4.8580  -5.7343
C  1.2484  -4.6691  -4.6287
C  2.0380  -3.8049  -3.6981
C  1.2925  -3.9106  -2.3003
C  0.1196  -4.7621  -2.7296
O  0.1373  -5.0696  -4.1134
H  3.0557  -4.1915  -3.7519
H  1.9447  -2.7641  -4.0082
H  1.9906  -4.4261  -1.6408
H  1.0623  -2.9008  -1.9608
H  0.0442  -5.7224  -2.2195
H  -0.7998  -4.1906  -2.6017
O  -0.3234  -0.5740  -0.6780
C  -0.8453  0.0742  0.2136
C  -0.9949  1.5986  0.2135
C  -1.6366  1.8182  1.6124
C  -1.9563  0.5004  2.1140
O  -1.4930  -0.4674  1.2045
H  -0.0547  2.1307  0.0690
H  -1.6622  1.7649  -0.6321
H  -0.9303  2.2920  2.2941
H  -2.4904  2.4867  1.5014
H  -1.9106  0.3363  3.1906
H  -3.0267  0.2989  2.0713
O  -2.4270  -2.9499  3.9816
C  -2.0421  -3.6459  3.0054
C  -0.7348  -3.6338  2.3188
C  -1.1238  -4.3890  1.0295
C  -2.2888  -5.2445  1.4035
O  -2.8906  -4.5622  2.4382
H  -0.4960  -2.5806  2.1714
H  -0.0140  -4.1518  2.9514
H  -1.2664  -3.8211  0.1101
H  -0.2530  -5.0016  0.7958
H  -2.9757  -5.3250  0.5610
H  -2.0650  -6.2652  1.7134
O  2.4404  2.0767  -0.9066
C  2.9012  0.9259  -1.0375
C  2.8993  0.2346  -2.3491
C  4.0555  -0.8188  -2.0620
C  3.9298  -1.0224  -0.5514
O  3.4803  0.2639  -0.1066
H  1.9327  -0.2054  -2.5944
H  3.1265  0.9834  -3.1079
H  3.9152  -1.7113  -2.6718
H  5.0716  -0.4830  -2.2693
H  3.0403  -1.5529  -0.2116
H  4.9071  -1.3822  -0.2296
O  0.6584  6.5677  0.7251
C  0.6096  6.1724  -0.4297
C  1.1226  7.0349  -1.5093
C  1.2086  5.9034  -2.5874
C  0.1355  4.9144  -2.1351
O  0.2146  4.9556  -0.7652
H  0.4260  7.8500  -1.7056
H  2.1137  7.3654  -1.1983
H  1.0720  6.3015  -3.5929
H  2.2435  5.5622  -2.6134
H  -0.8682  5.2007  -2.4496
H  0.5723  3.9881  -2.5081
O  4.4916  3.1065  4.6756
C  3.5460  3.6228  4.0365
C  2.4229  2.8913  3.2871
C  1.4929  4.0856  3.0310
C  2.4586  5.2568  2.9227
O  3.5321  4.9080  3.7576
H  2.6579  2.3370  2.3785
H  1.7964  2.1323  3.7557
H  0.8221  3.8590  2.2022
H  0.8273  4.3640  3.8479
H  2.7408  5.5334  1.9068
H  1.9248  6.0324  3.4719

Atomic forces in eV per Å
-0.41 3.07 0.90
0.36 -4.32 -1.98
-0.97 1.56 -0.01
0.97 0.89 0.10
-0.14 2.16 -0.99
-0.17 0.07 1.13
0.82 -0.57 0.05
-0.36 -0.99 0.37
0.29 -0.35 -0.15
-0.17 -0.24 0.36
-0.12 -0.15 0.00
-0.09 -1.09 0.34
-0.19 -0.57 1.44
-0.95 0.41 -1.47
-0.47 0.10 -0.35
0.45 -0.13 0.95
0.87 -0.64 -0.57
1.90 1.32 -0.18
-0.44 -0.39 0.32
-0.26 0.07 -0.24
-0.21 -0.30 -0.34
-0.37 -0.28 -0.10
0.31 0.02 -0.19
-0.71 0.37 0.62
2.43 2.00 1.83
-3.33 -1.69 -1.10
-1.32 1.96 -0.13
0.44 0.18 0.61
-0.02 -1.08 0.30
1.52 -0.64 -0.72
0.25 -0.02 -0.25
0.62 -0.31 0.37
0.02 -0.29 0.04
-0.38 -0.14 -0.60
-0.26 0.15 0.14
0.10 -0.12 -0.45
1.42 -1.13 -4.52
0.62 2.18 1.39
-0.35 0.26 1.47
2.07 -0.31 -1.91
-1.98 0.01 1.09
-1.45 -0.88 1.37
0.10 0.47 0.31
0.39 -0.18 -0.51
-0.42 0.10 0.42
-0.28 -0.34 0.27
-0.01 0.14 0.28
-0.19 -0.22 0.34
-0.36 0.22 0.93
1.50 0.67 -2.79
-0.05 -0.99 1.11
1.15 2.81 -1.18
-4.06 -1.45 0.94
0.95 -1.64 1.27
-0.03 -0.19 -0.15
-0.09 0.42 0.09
0.10 0.27 -0.25
-0.06 -0.13 0.36
1.72 -0.53 -0.07
-0.59 0.45 -0.30
1.33 -2.25 -3.32
-2.69 1.74 3.80
-1.04 0.43 -0.91
2.90 -0.66 -0.47
-0.04 -0.70 -1.34
-0.76 1.47 2.00
0.49 -0.22 0.01
0.17 0.10 -0.22
-0.31 0.58 0.45
-0.04 -0.28 -0.31
-0.22 -0.02 0.10
0.31 0.00 0.12
0.71 -2.15 0.46
-2.22 4.14 -1.45
1.92 -0.97 -0.18
-1.48 -0.12 -0.93
-1.11 -0.25 -1.33
1.78 0.43 2.37
0.09 -0.27 0.28
0.07 -0.19 -0.05
-0.01 -0.20 0.29
-0.21 0.51 -0.14
0.67 -1.41 -0.32
-0.43 0.46 1.08
-0.57 -1.13 -0.72
0.72 2.23 4.33
0.22 -1.79 -1.57
0.07 2.58 -1.02
1.93 -0.22 -2.48
-0.44 -0.24 1.64
0.18 -0.02 -0.12
-0.32 0.37 -0.08
-0.39 -0.14 -0.10
-0.26 -0.76 0.39
0.04 -0.38 -0.37
-1.17 -0.65 0.16
-3.07 1.56 -1.45
3.67 -3.88 1.05
-1.77 0.66 0.55
-0.23 -0.58 -0.89
-2.13 0.55 0.10
0.76 0.36 0.17
0.91 0.64 -0.24
0.73 -0.08 1.11
0.28 0.59 -0.37
0.08 -0.69 0.41
0.29 0.03 0.28
0.47 0.79 -0.78

The HOMO energy comes out at -9.7238 eV. The HOMO-LUMO gap comes out at 9.693 eV.

Entry 2:
Formula: C36H55BBrCrN5OP2
Source: OMol25
Level of theory: wB97M-V/def2-TZVPD

Geometry (Å):
Cr  0.9807  -1.3397  -0.6303
C  -0.8458  -0.3585  2.7648
C  0.2290  -1.3547  3.2316
C  -0.3932  -2.7590  3.2068
C  0.6378  -0.9765  4.6683
P  1.6070  -1.2614  1.9661
C  2.0996  0.5144  2.0012
N  1.3065  1.2331  1.0332
B  0.5398  0.7097  -0.0843
N  -0.0289  1.8751  -0.7033
C  -0.9217  1.9787  -1.8484
P  -2.5637  1.1064  -1.6800
C  -3.1607  1.3110  -3.4626
C  -4.6679  1.0533  -3.5504
C  -2.4537  0.2098  -4.2665
C  -2.8528  2.6586  -4.1261
C  -3.5871  2.2080  -0.5460
C  -4.8921  1.4655  -0.2236
C  -3.9011  3.6157  -1.0474
C  -2.8170  2.3192  0.7810
C  0.4215  3.0210  -0.0340
C  0.1778  4.3695  -0.2567
C  0.7579  5.2975  0.6018
C  1.5628  4.8980  1.6623
C  1.8140  3.5505  1.8938
C  1.2344  2.6239  1.0412
C  3.1633  -2.1155  2.5816
C  4.1736  -2.0818  1.4275
C  2.8790  -3.5884  2.8956
C  3.8004  -1.4594  3.8095
H  -1.7173  -0.4594  3.4177
H  -0.5062  0.6762  2.8168
H  -1.1605  -0.5558  1.7421
H  -1.3346  -2.7379  3.7632
H  -0.6168  -3.0875  2.1880
H  0.2422  -3.5050  3.6780
H  0.8496  -1.8642  5.2664
H  1.5132  -0.3316  4.7234
H  -0.1801  -0.4413  5.1544
H  1.9661  0.9387  3.0006
H  3.1709  0.5899  1.7807
H  -1.0809  3.0296  -2.0790
H  -0.4411  1.5448  -2.7285
H  -4.9516  0.1155  -3.0654
H  -5.2528  1.8626  -3.1142
H  -4.9510  0.9792  -4.6039
H  -2.6597  -0.7818  -3.8572
H  -2.8162  0.2346  -5.2979
H  -1.3702  0.3424  -4.2958
H  -3.3698  3.4892  -3.6485
H  -1.7852  2.8854  -4.1480
H  -3.1864  2.6190  -5.1676
H  -5.5371  1.3200  -1.0890
H  -4.6800  0.4829  0.2088
H  -5.4535  2.0402  0.5180
H  -4.5885  3.6071  -1.8927
H  -4.3748  4.1916  -0.2464
H  -2.9998  4.1568  -1.3440
H  -2.4392  1.3470  1.1137
H  -1.9774  3.0089  0.7207
H  -3.4959  2.6955  1.5523
H  -0.4430  4.7124  -1.0740
H  0.5773  6.3514  0.4357
H  2.0026  5.6425  2.3133
H  2.4473  3.2429  2.7170
H  3.7729  -2.5559  0.5307
H  4.5035  -1.0728  1.1728
H  5.0596  -2.6459  1.7300
H  2.3859  -4.0957  2.0654
H  3.8300  -4.0954  3.0804
H  2.2712  -3.7134  3.7899
H  3.9966  -0.3950  3.6558
H  3.1879  -1.5718  4.7009
H  4.7607  -1.9425  4.0098
O  -3.7142  -5.3614  0.2008
C  -2.7767  -4.4234  0.0417
C  -3.0425  -3.0551  0.0405
C  -1.9942  -2.1776  -0.1261
N  -0.7253  -2.5853  -0.2674
C  -0.5087  -3.8947  -0.3110
Br  1.2973  -4.3933  -0.6562
C  -1.4669  -4.8632  -0.1570
H  -4.5870  -4.9671  0.3112
H  -4.0515  -2.6755  0.1480
H  -2.1651  -1.1126  -0.2024
H  -1.2366  -5.9175  -0.2000
N  7.7852  0.2554  -3.3539
C  6.7441  0.0494  -2.9156
C  5.4405  -0.2092  -2.3667
C  4.8077  0.7434  -1.5810
C  3.5590  0.4497  -1.0645
N  2.9355  -0.7087  -1.2956
C  3.5426  -1.6100  -2.0807
C  4.7927  -1.4120  -2.6270
H  5.2723  1.6970  -1.3749
H  3.0222  1.1680  -0.4601
H  2.9886  -2.5177  -2.2842
H  5.2481  -2.1703  -3.2473
C  0.4368  -1.3117  -2.5911
H  0.9800  -0.5816  -3.1979
H  -0.6320  -1.0876  -2.6428
H  0.5812  -2.3052  -3.0394

Atomic forces in eV per Å
0.10 0.00 0.22
0.04 0.01 0.04
-0.09 0.06 0.02
-0.08 0.01 -0.01
0.04 -0.09 0.02
0.24 -0.11 -0.18
-0.09 0.06 0.04
-0.01 0.00 0.00
0.10 -0.10 0.07
-0.05 0.03 -0.08
0.01 0.05 0.01
-0.03 0.07 -0.03
0.03 0.04 0.02
0.01 -0.03 0.00
0.01 -0.02 -0.01
0.02 0.02 -0.03
0.05 0.02 0.06
-0.01 -0.07 -0.04
0.00 0.02 -0.02
0.02 -0.04 0.00
-0.03 -0.05 0.09
0.00 -0.05 -0.01
-0.01 0.01 -0.01
0.01 0.03 0.00
0.01 -0.03 0.00
-0.06 0.06 -0.07
-0.05 -0.04 0.08
0.05 -0.05 0.02
0.01 0.01 0.02
0.03 0.08 0.00
0.03 -0.01 -0.01
0.00 0.01 0.00
-0.03 0.02 -0.07
0.02 0.00 0.00
0.01 0.04 0.13
0.02 -0.01 -0.04
0.07 0.00 -0.02
-0.09 0.10 -0.06
-0.03 -0.09 0.01
-0.06 -0.01 0.02
0.03 -0.02 -0.01
0.01 0.05 0.03
-0.02 -0.03 0.02
0.02 0.02 0.00
0.01 -0.01 0.00
0.00 0.00 0.01
-0.01 0.02 -0.02
0.01 -0.01 0.01
-0.05 0.00 0.00
0.03 -0.02 -0.01
-0.04 -0.04 -0.01
-0.02 0.01 0.03
0.05 0.03 0.04
-0.01 0.02 -0.01
0.00 -0.01 -0.01
-0.01 0.00 0.01
0.00 -0.02 -0.01
0.00 -0.01 0.01
-0.03 0.04 -0.01
0.02 0.00 -0.02
0.02 -0.01 -0.02
0.00 -0.02 0.00
0.01 -0.01 0.01
-0.01 -0.02 -0.02
-0.01 -0.01 -0.01
-0.01 -0.02 -0.01
-0.05 0.01 0.00
0.01 0.03 -0.01
-0.02 -0.01 0.01
-0.03 0.00 -0.02
0.00 0.05 0.02
0.02 -0.06 0.03
0.03 -0.03 -0.01
-0.01 0.01 -0.02
0.02 -0.04 0.00
-0.01 0.01 0.00
0.03 0.01 0.00
-0.10 -0.15 0.01
0.18 0.15 -0.24
0.09 -0.02 -0.03
-0.15 0.09 0.10
0.02 0.00 0.01
-0.05 0.01 0.01
0.04 -0.01 0.00
0.01 0.08 0.04
0.00 0.03 0.00
-0.07 -0.02 0.04
0.10 0.01 -0.05
0.03 0.01 -0.01
-0.02 -0.01 0.03
-0.06 0.06 -0.03
-0.11 -0.14 0.02
0.00 0.03 0.02
-0.01 -0.02 0.01
0.00 -0.01 0.00
0.05 0.02 0.00
0.04 0.00 -0.01
0.00 0.01 0.00
-0.16 0.05 -0.01
-0.04 -0.01 -0.01
0.05 -0.03 -0.07
0.02 0.01 0.00

Its charge is +1. Its expectation value of S² is 3.881. Its spin multiplicity is 4. The HOMO energy (spin up / spin down) comes out at -10.1367 / -10.2082 eV. The HOMO-LUMO gap (spin up / spin down) comes out at 7.037 / 6.980 eV.

Record-wise DFT total energy values, in Eh: -2758.41461; -6079.71916
Record-wise ΔE to the lowest compared entry with this formula, charge and spin values, in kJ/mol: 518.5; 0.0